{"formula": "H80O40", "method": "ωB97M-V/def2-TZVPD", "species": ["H", "H", "O", "H", "H", "O", "H", "H", "O", "H", "H", "O", "H", "H", "O", "H", "O", "H", "O", "H", "H", "O", "H", "H", "O", "H", "H", "O", "H", "H", "O", "H", "O", "H", "H", "O", "H", "H", "O", "H", "H", "O", "H", "H", "O", "H", "H", "O", "H", "H", "O", "H", "O", "H", "H", "O", "H", "O", "H", "H", "O", "H", "H", "O", "H", "H", "O", "H", "H", "O", "H", "H", "O", "H", "H", "O", "H", "H", "O", "H", "H", "O", "H", "H", "O", "H", "H", "O", "H", "O", "H", "H", "O", "H", "H", "H", "H", "H", "H", "O", "H", "H", "O", "H", "H", "O", "H", "H", "O", "H", "H", "O", "H", "H", "O", "H", "H", "O", "H", "H"], "coordinates": [[-0.5834, -5.4002, -2.1412], [0.6179, -6.3960, -2.4935], [-0.0959, -6.2303, -1.8576], [0.7260, 1.3766, 4.3957], [2.2729, 0.9871, 4.8367], [1.6442, 1.6269, 4.4976], [-0.0078, -0.0437, -1.1133], [0.2335, -1.7007, -1.0317], [-0.1759, -0.8952, -0.7098], [3.0396, -2.2334, 1.6703], [1.9440, -3.1781, 2.1556], [2.3759, -2.8850, 1.3465], [-2.1224, -5.0383, -0.7005], [-2.2496, -3.9650, -2.0256], [-1.7431, -4.4526, -1.3562], [-3.1203, -1.0626, 6.1626], [-2.2801, -0.6948, 5.8578], [-3.7533, 0.3949, -2.5610], [-4.0034, 1.3092, -2.4016], [-0.7660, 3.7732, 1.1067], [-1.6467, 2.7708, 0.5617], [-0.6786, 2.8798, 0.7278], [-3.7644, 1.3293, 2.7085], [-3.7220, 0.5386, 4.1175], [-3.9931, 1.3227, 3.6402], [-2.5983, 5.1866, -0.3879], [-3.7745, 5.7335, 0.5083], [-2.8294, 5.5693, 0.4529], [0.4079, -2.9822, 3.6235], [-0.6277, -3.4635, 4.6933], [-0.1711, -2.7009, 4.3271], [-0.3661, -1.0458, -5.2899], [-0.5481, -1.0257, -6.2364], [0.4572, 2.8834, -1.4323], [-0.1147, 2.9187, -2.8318], [0.5511, 2.4653, -2.3044], [-1.6696, 0.0884, 3.5426], [-1.1773, 0.7499, 2.1837], [-1.5710, -0.0284, 2.5877], [-3.2953, -1.3370, 0.5338], [-2.5780, -0.1366, 0.7378], [-3.0190, -0.5798, -0.0075], [4.0055, -1.8541, 3.8009], [4.0739, -0.5312, 2.7320], [3.6154, -1.2191, 3.2039], [2.8051, -4.5456, 2.1906], [4.2705, -4.7937, 2.2601], [3.4550, -5.0575, 2.6984], [3.1684, 0.9804, -3.1322], [1.8908, 1.2171, -2.2527], [2.4492, 0.5399, -2.6632], [2.1207, 0.0355, -4.8058], [2.8181, 0.0238, -5.4647], [2.8995, 3.5029, -1.4134], [3.8134, 3.7949, -0.2776], [3.3242, 4.2545, -0.9897], [0.4028, -4.6107, -3.9355], [0.1553, -3.8795, -3.3612], [-3.7199, 4.1684, -1.2509], [-4.6731, 2.9860, -1.2025], [-4.5967, 3.9180, -0.9559], [0.4144, 0.9021, -4.6670], [-1.0268, 1.1910, -5.1064], [-0.1313, 1.5384, -5.1391], [0.2387, 5.3083, -2.0004], [1.8948, 5.3956, -2.3605], [1.0267, 4.9998, -2.4335], [-4.7529, -2.4211, 3.0959], [-5.3975, -1.3199, 2.3660], [-5.4955, -1.8041, 3.1960], [0.2038, -4.1327, -0.5846], [1.3442, -3.3497, 0.1964], [0.9711, -3.5357, -0.7266], [-3.9573, 0.7473, -5.4414], [-3.0492, -0.3346, -6.1168], [-3.6514, -0.1610, -5.3835], [2.6821, 0.5724, 2.0243], [2.2115, 1.7117, 2.8421], [3.0619, 1.3602, 2.4423], [3.2136, 1.6608, -0.6670], [3.7874, 1.5426, 0.8381], [3.9722, 1.7301, -0.0950], [-2.6398, -3.3408, 1.6459], [-2.2240, -2.6098, 2.8983], [-2.8861, -3.2322, 2.5714], [1.1977, 1.7042, 1.4976], [-0.0515, 1.1563, 0.8183], [0.8567, 0.9190, 1.0714], [0.5364, 0.0383, -2.9236], [0.1078, -0.6617, -3.4340], [0.1252, 5.1983, 2.7063], [0.0039, 3.7223, 2.8506], [-0.2704, 4.5338, 3.2885], [2.4828, 0.5405, -6.2058], [-1.6924, -1.0484, 6.5344], [0.9500, -3.3519, -3.2325], [-4.8912, 1.4961, -2.7182], [-0.1759, -1.8048, -6.6548], [-0.3242, -1.1657, -2.7247], [3.4585, 3.9006, 2.7188], [3.3807, 4.6873, 3.2558], [3.7584, 3.0790, 3.1051], [-0.1752, -2.3237, 1.7344], [-0.8307, -1.6419, 1.9918], [0.6296, -1.7855, 1.7271], [5.8836, -1.7185, 2.0574], [6.2305, -0.9164, 1.6506], [5.5323, -2.2656, 1.3497], [1.1929, 4.9975, 0.4872], [0.6993, 5.6738, 0.0034], [2.0278, 5.1509, -0.0439], [-3.3192, 1.9676, 0.5036], [-3.6807, 2.8397, 0.2485], [-3.3191, 1.5365, -0.3716], [4.1999, -4.6916, -1.8061], [4.9617, -4.1351, -2.0392], [3.5650, -4.0452, -2.1558], [-3.4085, -2.4569, -1.8295], [-4.2939, -2.2508, -2.1452], [-3.0649, -1.6361, -1.4291]], "forces_ev_per_a": [[-0.01, -0.26, 0.36], [0.02, -0.14, 0.09], [0.53, 0.29, 0.04], [0.12, -0.82, 0.72], [-0.69, -0.66, 0.03], [-0.12, 1.53, -0.29], [0.74, -0.36, -0.39], [0.62, 0.54, -0.40], [-1.35, -0.12, 1.18], [-0.21, -0.07, 0.20], [-0.05, 0.39, 0.21], [0.09, 0.09, -0.06], [-1.18, 0.22, -0.47], [-1.02, 0.02, 0.90], [2.09, -0.06, -0.02], [-0.21, 0.24, -0.30], [-0.27, -0.36, 0.22], [-0.37, -0.06, -0.34], [0.38, 0.71, 0.51], [0.83, 0.00, 0.05], [0.36, -0.84, 0.05], [-1.91, 1.14, -0.22], [0.21, -0.57, 0.02], [0.05, -0.30, -0.49], [-0.43, 0.97, 0.45], [-0.20, 0.26, -0.27], [-0.09, -0.17, -0.33], [0.76, 0.17, 0.80], [-0.25, -0.39, -0.13], [0.21, -0.21, -0.12], [-0.32, 0.57, 0.88], [0.20, -0.33, -0.02], [-0.46, 0.14, -0.35], [0.15, 0.02, -0.01], [0.34, -0.12, -0.56], [-0.50, -0.71, 1.06], [-0.02, 0.23, -0.02], [0.08, 0.28, 0.59], [-0.15, -0.72, -0.34], [-0.44, -0.26, -0.62], [0.17, 0.55, -0.48], [0.02, -0.54, 1.42], [1.29, 0.52, -0.25], [1.43, -0.23, 0.87], [-3.17, -0.51, -0.24], [0.62, -0.82, 0.15], [0.23, -0.24, 0.10], [-0.35, 0.36, -0.14], [-0.11, 0.09, -0.04], [0.17, 0.44, -0.49], [0.16, -0.29, 0.47], [0.00, -0.13, 0.08], [0.23, 0.02, -0.14], [-0.25, 0.30, -0.30], [0.01, 0.32, -0.23], [0.50, -0.15, 0.29], [0.13, 0.30, -0.38], [-0.14, -0.16, -0.05], [-0.10, -0.03, -0.50], [-0.20, 0.20, -0.31], [-0.23, -0.27, 0.07], [-0.45, 0.15, -0.22], [0.07, -0.26, -0.04], [0.17, 0.82, 0.11], [0.63, 1.13, 0.39], [-0.43, 0.84, 0.70], [-0.29, -1.25, -1.48], [-0.14, -0.19, 0.35], [-0.43, 0.32, 0.21], [0.63, -0.14, -0.52], [-0.32, 0.21, -0.40], [0.48, 0.22, -0.46], [-0.41, -0.59, 0.56], [0.13, 0.03, -0.35], [0.05, 0.15, -0.01], [-0.01, -0.18, 0.46], [0.18, -0.13, 0.09], [1.71, -0.07, 0.57], [-0.96, -0.48, -0.47], [-0.49, -0.63, 0.40], [-0.69, 0.41, -0.31], [1.42, 0.09, -0.16], [-0.02, -0.20, 0.01], [0.01, -0.16, 0.39], [-0.03, 0.27, -0.28], [-0.20, 0.60, -0.45], [0.86, 0.19, -0.07], [-0.20, -1.05, -0.06], [0.31, 0.01, -0.50], [-0.36, -0.56, 0.54], [0.06, 0.10, 0.21], [0.13, -0.11, 0.29], [0.02, 0.05, -0.46], [-0.08, -0.04, 0.03], [0.42, 0.19, -0.17], [0.06, 0.07, -0.19], [-0.03, -0.58, -0.29], [0.08, -0.08, 0.23], [-0.25, 0.06, -0.66], [-0.40, 0.31, -1.61], [0.30, -0.47, 0.74], [0.17, 0.54, 0.83], [0.12, 0.13, -0.27], [0.18, -0.01, -0.09], [-0.13, 0.17, -0.39], [0.26, 0.04, -0.03], [0.15, -0.18, -0.19], [0.23, 0.10, -0.22], [0.66, 1.27, -1.02], [-0.66, 0.00, 0.58], [-0.31, -1.22, 1.03], [0.24, 0.59, -0.74], [-0.17, -0.04, 0.84], [-0.15, -0.37, 0.38], [0.00, 1.45, -0.57], [0.57, -0.79, 0.32], [-0.60, -0.59, 0.26], [-0.06, 0.18, -0.26], [0.02, -0.06, -0.09], [0.00, -0.29, -0.01]], "spin_multiplicity": 2, "homo_lumo_gap_ev": [9.919, 3.158], "e_tot_ha": -3057.072825, "charge": 1, "relative_energy_kcal_mol": 144.0}